Record 1
{"formula": "C12H13N3O5S2", "method": "ωB97M-V with the def2-TZVPD basis set", "species": ["C", "C", "H", "H", "O", "C", "O", "C", "N", "C", "O", "C", "C", "C", "O", "N", "C", "N", "C", "C", "S", "H", "H", "H", "H", "H", "H", "S", "C", "O", "H", "H", "H", "H", "H"], "coordinates": [[-1.267, -2.877, 0.398], [-0.232, -2.725, -0.706], [-0.649, -2.212, -1.575], [0.165, -3.702, -0.998], [0.852, -1.889, -0.287], [1.720, -2.411, 0.572], [1.717, -3.543, 0.967], [2.759, -1.378, 1.009], [2.508, -0.071, 0.447], [1.430, 0.670, 0.858], [0.660, 0.325, 1.716], [1.329, 1.970, 0.087], [-0.082, 2.130, -0.479], [-1.020, 2.350, 0.692], [-0.807, 3.156, 1.563], [-2.168, 1.593, 0.744], [-2.677, 0.659, -0.112], [-2.227, 0.327, -1.272], [-3.000, -0.619, -1.861], [-4.073, -1.031, -1.145], [-4.144, -0.201, 0.365], [-4.818, -1.754, -1.404], [-2.726, -0.967, -2.840], [-2.708, 1.751, 1.589], [-0.378, 1.261, -1.064], [-0.118, 3.018, -1.113], [1.534, 2.807, 0.764], [2.622, 1.923, -1.188], [3.245, 0.365, -0.640], [4.169, -0.218, -1.123], [2.734, -1.318, 2.100], [3.749, -1.710, 0.684], [-2.151, -3.371, 0.004], [-1.542, -1.898, 0.784], [-0.861, -3.470, 1.213]], "forces_ev_per_a": [[0.3, 0.1, -0.1], [-0.4, -0.4, 0.0], [0.1, -0.1, 0.1], [0.0, 0.2, 0.0], [0.0, 0.2, -0.1], [0.3, 0.2, 0.1], [0.0, -0.1, 0.1], [-0.1, -0.2, 0.1], [0.2, -0.5, 0.4], [0.3, 0.3, -0.2], [-0.1, -0.1, 0.2], [0.1, 0.3, -0.1], [0.2, -0.1, 0.2], [0.1, 0.1, -0.3], [0.1, 0.2, 0.1], [-0.4, 0.2, 0.7], [-0.9, -0.7, -0.1], [0.6, 0.5, 0.1], [-0.7, -0.5, 0.1], [0.1, 0.1, 0.0], [0.6, 0.2, -0.3], [-0.2, -0.2, -0.1], [0.0, -0.1, -0.2], [0.2, 0.1, -0.1], [0.2, 0.2, 0.0], [-0.1, 0.0, 0.0], [0.0, -0.2, 0.0], [-0.1, 0.1, -0.1], [-0.2, 0.5, 0.0], [0.2, -0.2, -0.1], [0.0, -0.1, -0.2], [-0.2, 0.0, 0.1], [-0.1, 0.0, 0.0], [-0.1, 0.1, 0.0], [0.0, 0.0, 0.0]], "nbo_charge": [-0.64, -0.07, 0.19, 0.20, -0.51, 0.80, -0.59, -0.33, -0.48, 0.72, -0.57, -0.43, -0.53, 0.72, -0.58, -0.63, 0.27, -0.51, -0.04, -0.45, 0.37, 0.25, 0.22, 0.42, 0.27, 0.25, 0.28, 0.25, 0.55, -0.56, 0.25, 0.27, 0.22, 0.21, 0.23], "de_lowest_kcal_mol": 0.0, "homo_lumo_gap_ev": 9.47, "smiles": "CCOC(=O)CN1C(=O)S[C@@H](CC(=O)Nc2nccs2)C1=O", "total_charge": 0}

Record 2
{"formula": "C29H58O24", "method": "ωB97M-V with the def2-TZVPD basis set", "species": ["O", "H", "H", "C", "C", "C", "O", "C", "O", "O", "H", "H", "H", "H", "H", "H", "C", "C", "C", "O", "C", "O", "O", "H", "H", "H", "H", "H", "H", "C", "C", "C", "O", "C", "O", "O", "H", "H", "H", "H", "H", "H", "C", "C", "C", "O", "C", "O", "O", "H", "H", "H", "H", "H", "H", "C", "C", "C", "O", "C", "O", "O", "H", "H", "H", "H", "H", "H", "C", "C", "C", "O", "C", "O", "O", "H", "H", "H", "H", "H", "H", "C", "O", "H", "H", "H", "H", "C", "O", "H", "H", "H", "H", "C", "O", "H", "H", "H", "H", "C", "O", "H", "H", "H", "H", "C", "O", "H", "H", "H", "H"], "coordinates": [[-2.895, 1.671, -1.887], [-3.740, 1.236, -1.685], [-2.229, 1.099, -1.465], [0.479, -1.426, 7.103], [1.048, -0.914, 5.794], [1.329, -1.999, 4.750], [0.151, -2.043, 3.952], [-0.505, -0.891, 4.100], [-1.457, -0.568, 3.452], [-0.013, -0.186, 5.125], [-0.373, -2.094, 6.982], [0.146, -0.586, 7.715], [1.267, -1.902, 7.690], [1.921, -0.284, 5.947], [1.432, -3.003, 5.165], [2.207, -1.759, 4.146], [1.537, 2.465, 2.855], [1.011, 3.475, 3.843], [1.582, 3.249, 5.268], [1.999, 4.550, 5.677], [1.942, 5.396, 4.649], [2.234, 6.547, 4.689], [1.468, 4.797, 3.540], [1.063, 2.673, 1.891], [1.077, 1.487, 3.043], [2.621, 2.437, 2.812], [-0.070, 3.589, 3.943], [2.382, 2.509, 5.292], [0.778, 2.956, 5.943], [-2.975, -1.640, -4.494], [-1.938, -2.640, -3.980], [-1.676, -2.481, -2.471], [-1.760, -3.817, -1.971], [-2.308, -4.629, -2.889], [-2.615, -5.773, -2.770], [-2.654, -3.894, -3.965], [-3.944, -1.708, -4.007], [-3.131, -1.882, -5.548], [-2.633, -0.606, -4.422], [-1.030, -2.682, -4.578], [-2.402, -1.872, -1.938], [-0.654, -2.118, -2.346], [-2.757, 2.729, 2.476], [-2.265, 3.318, 1.163], [-3.171, 4.471, 0.687], [-2.266, 5.473, 0.222], [-1.084, 5.258, 0.847], [-0.205, 6.045, 0.948], [-1.022, 3.993, 1.285], [-2.063, 1.956, 2.804], [-3.782, 2.370, 2.399], [-2.784, 3.549, 3.199], [-2.146, 2.577, 0.370], [-3.733, 4.895, 1.524], [-3.884, 4.141, -0.065], [2.917, -5.853, -0.798], [1.820, -5.225, -1.644], [1.713, -3.690, -1.452], [1.890, -3.205, -2.772], [1.978, -4.218, -3.666], [1.958, -4.062, -4.837], [2.193, -5.359, -3.016], [2.709, -5.755, 0.270], [3.885, -5.397, -1.001], [2.943, -6.928, -0.976], [0.875, -5.736, -1.464], [2.538, -3.273, -0.870], [0.778, -3.416, -0.963], [1.032, 0.294, -3.905], [1.864, 0.929, -5.021], [2.117, 2.431, -4.927], [3.375, 2.507, -5.576], [4.047, 1.371, -5.359], [5.222, 1.256, -5.460], [3.179, 0.381, -5.009], [1.580, 0.357, -2.965], [0.576, -0.658, -4.169], [0.111, 0.871, -3.737], [1.335, 0.647, -5.937], [2.183, 2.721, -3.875], [1.361, 3.020, -5.438], [-5.726, -1.130, -1.331], [-4.423, -0.589, -1.132], [-6.409, -0.303, -1.094], [-5.978, -1.431, -2.347], [-5.967, -1.966, -0.672], [-4.124, -0.821, -0.239], [-2.620, -2.868, 1.187], [-2.955, -1.464, 1.220], [-2.306, -3.172, 2.186], [-3.465, -3.464, 0.844], [-1.783, -3.056, 0.509], [-2.709, -1.207, 2.121], [1.892, 3.668, -1.022], [3.222, 3.522, -0.569], [1.707, 2.909, -1.788], [1.139, 3.648, -0.221], [1.749, 4.689, -1.383], [3.325, 2.581, -0.361], [0.087, -0.080, -0.059], [-1.288, -0.089, -0.441], [0.621, 0.590, -0.728], [0.150, 0.175, 1.001], [0.450, -1.097, -0.261], [-1.794, -0.672, 0.163], [4.107, -0.080, -0.965], [3.399, 0.780, -0.030], [4.301, 0.520, -1.848], [5.054, -0.368, -0.511], [3.491, -0.954, -1.176], [3.163, 0.207, 0.705]], "forces_ev_per_a": [[-0.1, 0.2, 0.0], [0.4, -0.1, -0.1], [-0.3, 0.0, -0.1], [0.4, 0.4, 0.5], [-0.9, -0.8, -0.1], [0.4, -0.6, 0.4], [0.2, 0.2, -0.5], [-0.3, -0.1, 0.6], [-0.1, 0.1, -0.1], [0.3, 0.7, -0.2], [0.1, -0.1, -0.2], [-0.1, 0.1, -0.1], [-0.1, -0.2, -0.1], [-0.2, 0.3, -0.1], [0.2, 0.2, 0.1], [-0.2, 0.0, -0.2], [-1.8, 0.0, -0.7], [0.7, 0.2, 1.1], [-1.0, 0.3, -0.2], [0.4, -0.8, 0.7], [-0.2, 1.0, -0.9], [0.2, -0.1, 0.3], [0.2, -0.3, -0.2], [0.7, 0.4, -0.2], [0.5, -0.1, 0.6], [0.0, 0.0, -0.1], [-0.1, -0.6, -0.5], [0.3, 0.3, 0.1], [0.2, -0.2, 0.1], [0.7, 0.1, -0.9], [-2.3, 0.5, 1.3], [0.8, 0.1, -0.7], [0.8, -0.6, 0.6], [-1.4, 0.4, -0.6], [0.6, 0.0, 0.5], [0.9, -0.5, -0.9], [0.2, -0.2, 0.4], [-0.1, 0.2, 0.0], [0.1, 0.0, 0.0], [0.0, -0.2, -0.1], [0.0, 0.2, -0.2], [-0.1, 0.1, 0.4], [0.7, 0.6, -0.2], [-1.1, 0.3, -0.7], [-0.3, -0.4, 0.3], [-0.3, -0.1, 0.1], [0.1, 0.3, -0.6], [0.1, 0.1, -0.1], [0.7, -0.5, 1.1], [-0.3, -0.2, 0.2], [0.1, -0.3, -0.2], [0.1, -0.1, 0.2], [-0.1, -0.1, 0.1], [0.0, 0.0, 0.0], [0.3, 0.3, -0.3], [-0.4, -0.3, 0.2], [0.9, 0.2, 0.9], [0.7, -0.7, 0.1], [-1.1, 0.9, 0.0], [0.5, 0.4, 0.2], [-0.1, 0.0, -0.4], [-0.5, -0.8, 0.0], [-0.1, 0.2, 0.0], [0.0, -0.1, -0.1], [0.2, 0.1, -0.2], [-0.1, 0.1, -0.2], [0.0, -0.2, 0.2], [-0.2, 0.2, -0.5], [-0.7, 1.2, 0.1], [-1.6, -0.9, 0.4], [-0.5, -1.1, 0.1], [0.1, 1.2, 0.0], [0.0, -0.5, 0.0], [0.2, -0.3, -0.1], [0.4, 0.3, -0.1], [0.0, -0.6, 0.0], [0.9, -0.5, 0.1], [0.2, 0.5, -0.1], [0.5, 0.3, -0.4], [0.2, 0.3, -0.1], [0.2, 0.1, -0.1], [-0.9, 1.0, 0.7], [0.1, -0.8, -0.3], [-0.3, -0.4, 0.0], [0.8, 0.0, -0.2], [0.2, 0.0, 0.0], [0.0, 0.0, -0.1], [0.2, 0.0, -0.1], [0.1, -0.7, 0.2], [-0.1, -0.2, -0.1], [-0.1, 0.1, 0.1], [-0.1, 0.1, -0.1], [0.0, 0.6, -0.2], [-0.1, 0.6, 0.3], [-0.1, -0.1, 0.1], [-0.5, 0.2, -0.1], [0.1, -0.6, 0.1], [0.3, -0.2, -0.5], [0.1, 0.2, 0.2], [-1.0, -0.9, -0.4], [0.1, 0.2, 0.0], [0.0, 0.3, 0.3], [0.5, 0.1, -0.1], [0.5, 0.1, 0.4], [0.1, 0.4, -0.1], [-0.2, 0.7, 0.8], [0.2, -0.7, -0.4], [-0.1, -0.2, -0.1], [0.1, -0.2, -0.2], [0.1, 0.0, -0.3], [-0.1, 0.3, 0.2]], "mulliken_charge": [-0.71, 0.38, 0.05, -1.49, 0.57, -0.46, -0.30, 0.52, -0.57, -0.40, 0.34, 0.36, 0.43, 0.28, 0.33, 0.23, -0.15, 0.86, -0.18, -0.38, 0.50, -0.55, -0.33, -0.58, -0.33, 0.57, 0.01, 0.21, 0.26, -1.44, 0.62, 1.26, -0.48, 0.58, -0.59, -0.43, 0.24, 0.42, 0.32, 0.33, -0.29, -0.66, -1.43, 1.18, -0.46, -0.38, 0.37, -0.51, 0.08, 0.05, 0.43, 0.51, -0.33, 0.29, 0.34, -1.63, 0.46, 0.33, -0.14, 0.56, -0.54, -0.39, 0.37, 0.39, 0.40, 0.25, 0.32, -0.39, -0.54, 0.18, 0.07, -0.37, 0.56, -0.54, -0.33, -0.26, 0.25, 0.38, 0.24, -0.03, 0.35, -0.82, -0.27, 0.28, 0.27, 0.30, 0.14, -0.34, -0.41, 0.34, 0.29, -0.10, 0.37, 0.47, -0.56, -0.42, -0.27, 0.37, 0.38, 0.27, 0.55, 0.03, -0.19, -0.08, -0.02, -0.14, -0.46, 0.22, 0.33, -0.17, 0.19], "homo_lumo_gap_ev": 9.02, "smiles": "C[C@H]1COC(=O)O1.C[C@H]1COC(=O)O1.C[C@H]1COC(=O)O1.C[C@H]1COC(=O)O1.C[C@H]1COC(=O)O1.C[C@H]1COC(=O)O1.CO.CO.CO.CO.CO.O", "total_charge": 0}

Record 3
{"formula": "C4H7ClO2", "method": "ωB97M-V with the def2-TZVPD basis set", "species": ["C", "C", "C", "C", "O", "O", "Cl", "H", "H", "H", "H", "H", "H", "H"], "coordinates": [[0.358, -0.095, 0.984], [0.844, 1.401, 0.702], [-0.671, -0.432, -0.055], [-0.348, -1.468, -1.088], [-0.205, 2.041, 0.035], [-0.383, 1.262, -1.036], [-2.276, -0.263, 0.442], [1.250, -0.654, 0.794], [-0.267, -0.037, 1.949], [0.977, 2.048, 1.560], [1.685, 1.472, 0.035], [0.617, -1.353, -1.428], [-1.030, -1.356, -2.045], [-0.552, -2.566, -0.849]], "forces_ev_per_a": [[-1.8, 2.2, 0.4], [-1.2, 0.8, 0.1], [1.7, 2.0, -2.0], [-4.0, -1.2, -1.7], [0.1, 0.7, 1.2], [-1.1, -3.5, -0.8], [-0.9, -0.1, 0.2], [0.2, -1.0, 1.0], [2.0, -0.7, -0.9], [0.4, -0.4, 0.6], [0.7, -0.6, -0.1], [2.3, 0.2, -0.5], [1.2, 0.2, 1.9], [0.4, 1.5, 0.4]], "nbo_charge": [-0.54, -0.06, 0.20, -0.68, -0.24, -0.34, 0.07, 0.24, 0.25, 0.19, 0.18, 0.23, 0.24, 0.24], "de_lowest_kcal_mol": 105.9, "homo_lumo_gap_ev": [9.32, 9.33], "total_charge": 0}